(1)
{"formula": "C18H12MnN4O2Te", "method": "ωB97M-V with the def2-TZVPD basis set", "symbols": ["Mn", "O", "C", "N", "C", "C", "C", "C", "C", "C", "N", "C", "O", "C", "C", "C", "C", "C", "N", "C", "C", "C", "C", "C", "N", "H", "H", "H", "H", "H", "H", "H", "H", "H", "H", "H", "H", "Te"], "xyz": [[0.37601, 0.33340, -0.19241], [-2.23222, -1.54868, -2.50911], [-1.47037, -0.78713, -1.94681], [-0.41921, -1.07069, -1.13620], [0.00920, -2.36454, -0.79525], [-0.30874, -3.55816, -1.42970], [0.23724, -4.73918, -0.94897], [1.08370, -4.73510, 0.15097], [1.41052, -3.55120, 0.79617], [0.87447, -2.35907, 0.32001], [1.03488, -1.07246, 0.84665], [1.61680, -0.78120, 2.03886], [2.27371, -1.48907, 2.77506], [1.26113, 0.63699, 2.41396], [1.50358, 1.13484, 3.67580], [1.01440, 2.38742, 4.01026], [0.28484, 3.08663, 3.06040], [0.09414, 2.52477, 1.81375], [0.58380, 1.32818, 1.47424], [-1.57410, 0.70785, -2.13532], [-2.41981, 1.25264, -3.08096], [-2.40565, 2.62232, -3.27972], [-1.53375, 3.39127, -2.52194], [-0.72539, 2.77010, -1.59136], [-0.74616, 1.45024, -1.37848], [-0.98106, -3.55368, -2.27340], [0.00019, -5.67359, -1.44120], [1.49797, -5.66639, 0.51580], [2.06846, -3.54053, 1.64971], [2.05327, 0.51298, 4.36886], [1.18608, 2.80502, 4.99314], [-0.12915, 4.06181, 3.27375], [-0.46098, 3.05446, 1.05292], [-3.05335, 0.57959, -3.64171], [-3.04289, 3.08106, -4.02373], [-1.46232, 4.46093, -2.65896], [0.00157, 3.33505, -1.02356], [2.49919, 0.97312, -1.22152]], "mulliken_charge": [-0.98, -0.69, 0.26, 0.03, 0.24, -0.64, -0.58, -0.53, -0.73, 0.30, 0.39, 0.08, -0.72, 0.87, -0.83, -0.21, -0.88, 0.14, 0.15, 0.67, -0.77, -0.20, -1.04, 0.11, 0.23, 0.43, 0.38, 0.38, 0.48, 0.49, 0.43, 0.41, 0.44, 0.49, 0.43, 0.39, 0.57, 0.02], "largest_force_ev_per_a": 2.25, "spin_multiplicity": 2, "e_tot_ev": -67529.798, "orbital_gap_ev": [5.90, 5.84], "lumo_ev": [-1.5, -1.5]}

(2)
{"formula": "C20H27AsF6MoN5O6P2", "method": "ωB97M-V with the def2-TZVPD basis set", "symbols": ["Mo", "C", "P", "C", "C", "C", "P", "C", "C", "H", "H", "H", "H", "H", "H", "H", "H", "H", "H", "H", "H", "H", "H", "H", "H", "O", "C", "O", "C", "O", "O", "N", "C", "N", "O", "H", "H", "H", "H", "F", "As", "F", "F", "F", "F", "F", "C", "C", "C", "C", "C", "C", "C", "H", "H", "H", "H", "H", "N", "C", "O", "C", "C", "N", "C", "N", "H", "H"], "xyz": [[0.42214, 0.07690, 0.02223], [-3.23907, 0.90032, -0.25152], [-2.08163, -0.40200, -0.77024], [-2.45115, -0.59814, -2.54050], [-3.00147, -1.88210, -0.13235], [-2.31728, -3.23057, -0.39259], [-0.75156, -3.43721, 0.56310], [-0.17518, -5.01583, -0.18647], [-1.45461, -4.09103, 2.13363], [-4.26770, 0.58712, -0.44172], [-3.04985, 1.82180, -0.79471], [-3.10565, 1.11052, 0.80875], [-3.50401, -0.85879, -2.66887], [-1.82071, -1.36600, -2.98288], [-2.23096, 0.32643, -3.06857], [-3.98795, -1.87079, -0.60505], [-3.13823, -1.72190, 0.94209], [-2.05610, -3.30878, -1.45285], [-2.99755, -4.05351, -0.14686], [-0.96606, -5.77123, -0.22552], [0.66290, -5.39283, 0.40175], [0.19049, -4.81480, -1.19492], [-2.16192, -4.90786, 1.95885], [-1.95018, -3.27999, 2.66959], [-0.63553, -4.43529, 2.76675], [0.62425, -1.61420, 3.79789], [0.80702, -1.27336, 2.65021], [0.09273, -0.42144, 1.98347], [1.93660, -1.84684, 1.76872], [2.74341, -2.66618, 2.15122], [1.88578, -1.35067, 0.56997], [-1.31405, 3.30079, -2.46073], [-0.36787, 2.67863, -1.70967], [0.45215, 3.46773, -0.99956], [-0.21835, 1.43376, -1.80427], [-1.61968, 4.21878, -2.17356], [-2.04883, 2.72107, -2.82562], [0.09845, 4.37803, -0.73345], [1.05549, 2.98540, -0.34673], [-0.53072, 1.60154, 0.74860], [-2.76824, 4.43834, 0.45602], [-1.43181, 5.41989, -0.41534], [-2.07392, 4.92196, 1.99793], [-3.64811, 5.92899, 0.34159], [-4.09636, 3.67107, 1.32582], [-3.67338, 3.98428, -1.06427], [2.11321, 1.01770, -0.14564], [3.33148, 1.04016, -0.84055], [3.31743, 1.25260, -2.24492], [4.49049, 1.23742, -2.96973], [5.71354, 0.99619, -2.34303], [5.74455, 0.80125, -0.96402], [4.58387, 0.83793, -0.21584], [2.36084, 1.41268, -2.72802], [4.45674, 1.40567, -4.03981], [6.62420, 0.94298, -2.92650], [6.69089, 0.60720, -0.47155], [4.60355, 0.65842, 0.85187], [2.76098, -2.05620, -1.85890], [1.69928, -1.49625, -2.45783], [0.75922, -0.99686, -1.75806], [1.61518, -1.54431, -3.87676], [2.69365, -2.07948, -4.62096], [3.58393, -2.53845, -5.20169], [0.46377, -1.14242, -4.59362], [-0.46465, -0.86991, -5.22660], [2.84187, -1.92579, -0.85496], [3.55915, -2.32166, -2.40881]], "mulliken_charge": [-0.13, -1.28, 1.76, -1.49, -1.28, -1.27, 1.01, -1.52, -1.50, 0.57, 0.00, 0.36, 0.50, 0.26, 0.28, 0.64, 0.33, 0.42, 0.59, 0.42, 0.42, 0.33, 0.44, 0.38, 0.41, -0.72, 0.44, -0.83, 0.47, -0.72, 0.06, -0.41, -0.15, -0.16, -0.05, 0.31, 0.27, 0.45, 0.20, -0.66, 1.54, -0.61, -0.50, -0.47, -0.49, -0.52, -0.87, 1.09, -0.12, -0.58, -0.49, -0.43, -0.42, 0.38, 0.38, 0.37, 0.36, 0.42, 0.01, -0.15, 1.08, 0.55, -0.55, -0.75, 0.06, -0.80, 0.18, 0.19], "largest_force_ev_per_a": 1.31, "relative_energy_ev": 3.420, "charge": -2, "spin_multiplicity": 4, "e_tot_ev": -138497.801, "orbital_gap_ev": [6.39, 6.54], "lumo_ev": [4.4, 3.5]}

(3)
{"formula": "C9H22B2N5O2", "method": "ωB97M-V with the def2-TZVPD basis set", "symbols": ["C", "C", "C", "C", "C", "C", "N", "B", "O", "N", "C", "C", "N", "C", "N", "B", "N", "O", "H", "H", "H", "H", "H", "H", "H", "H", "H", "H", "H", "H", "H", "H", "H", "H", "H", "H", "H", "H", "H", "H"], "xyz": [[1.62328, -0.60958, 1.56451], [1.81667, -1.78370, 0.43616], [3.37236, -2.07524, -0.00140], [1.03029, -1.27372, -0.94893], [-0.59367, -1.49373, -0.89189], [-1.43947, -0.26384, -0.21396], [-1.59517, 1.19709, -0.57730], [-0.93936, 1.89709, -1.76808], [-1.42181, 1.44376, -3.12066], [0.08886, 3.01001, -1.68316], [1.47702, 2.55145, -2.11380], [0.27380, 3.53787, -0.27731], [-2.47562, 1.89645, 0.27884], [-3.01456, 0.99429, 1.36924], [-2.33279, -0.32073, 1.01321], [-2.67541, -1.48248, 1.93526], [-3.14764, -2.86089, 1.50225], [-2.58453, -1.23922, 3.41797], [1.01627, 0.31384, 1.12889], [1.01495, -1.08466, 2.45930], [2.69459, -0.24908, 1.88014], [1.33985, -2.82510, 0.72344], [4.01715, -2.27721, 0.97719], [3.76355, -1.15317, -0.62694], [3.44172, -3.01748, -0.72967], [1.37249, -0.19916, -1.26220], [1.43332, -2.00674, -1.79996], [-0.77298, -2.45159, -0.20233], [-0.98977, -1.71418, -1.98034], [-0.68384, 1.51885, -3.79414], [2.20629, 3.49001, -2.18413], [1.89804, 1.91537, -1.19547], [1.44596, 1.93920, -3.11498], [0.57115, 2.65142, 0.46447], [1.10788, 4.35079, -0.15783], [-0.75850, 3.94385, 0.12722], [-3.76841, 1.27067, 2.22156], [-2.36153, -3.53763, 1.37546], [-3.73558, -3.29427, 2.27352], [-1.71485, -0.70858, 3.49584]], "mulliken_charge": [-0.48, 0.37, -1.25, -0.67, -0.23, -0.11, 0.87, 0.31, -0.55, -0.04, -0.76, -0.64, -0.61, -0.15, 0.21, 0.44, -0.59, -0.53, -0.16, 0.11, 0.38, 0.27, 0.35, 0.28, 0.34, 0.00, 0.42, 0.02, 0.39, 0.32, 0.28, 0.23, 0.25, 0.10, 0.26, 0.29, 0.36, 0.28, 0.29, 0.33], "largest_force_ev_per_a": 8.37, "charge": 1, "e_tot_ev": -22579.316, "orbital_gap_ev": 8.49, "smiles": "CC(C)CCc1n(B(O)N(C)C)nc[n+]1B(N)O", "lumo_ev": -4.3}

(4)
{"formula": "C23H16N5O6ReS", "method": "ωB97M-V with the def2-TZVPD basis set", "symbols": ["Re", "O", "C", "C", "C", "C", "C", "C", "C", "O", "N", "N", "C", "C", "C", "C", "C", "C", "C", "O", "H", "H", "H", "H", "H", "H", "H", "H", "H", "H", "O", "S", "O", "O", "C", "N", "C", "C", "C", "N", "C", "C", "C", "N", "C", "C", "H", "H", "H", "H", "H", "H"], "xyz": [[1.00718, 0.34887, -1.61480], [-3.65532, -0.37811, -4.43286], [-3.84433, 0.75186, -3.73607], [-5.08318, 1.37858, -3.87241], [-5.35142, 2.54408, -3.19070], [-4.39626, 3.12240, -2.34975], [-3.17521, 2.51203, -2.20393], [-2.87496, 1.32167, -2.88787], [-1.57184, 0.71107, -2.69795], [-0.73233, 1.26847, -1.83897], [-1.21012, -0.35534, -3.35678], [0.08072, -0.73493, -3.00667], [0.58310, -1.76372, -3.62960], [1.90598, -2.27655, -3.47420], [2.24242, -3.46561, -4.15227], [3.50812, -3.98863, -4.07009], [4.48335, -3.32244, -3.32151], [4.19307, -2.14538, -2.66298], [2.90658, -1.62460, -2.72815], [2.64684, -0.45697, -2.10292], [-2.74781, -0.70302, -4.29096], [-5.81295, 0.92484, -4.52864], [-6.31616, 3.01852, -3.31394], [-4.61434, 4.04155, -1.82510], [-2.41901, 2.94462, -1.56398], [-0.08352, -2.24850, -4.33543], [1.48120, -3.96396, -4.73934], [3.75387, -4.90457, -4.58799], [5.48395, -3.72929, -3.26189], [4.94459, -1.61475, -2.09495], [3.59840, 2.13036, 6.36388], [2.72809, 1.62298, 7.40359], [3.33354, 0.51719, 8.11939], [2.26627, 2.65913, 8.29979], [1.27829, 0.96166, 6.56818], [0.30997, 0.51622, 7.35855], [-0.74730, 0.00468, 6.74862], [-0.84220, -0.07161, 5.36224], [0.23068, 0.42383, 4.64181], [1.29524, 0.94531, 5.25272], [0.31499, 0.40600, 3.15661], [-0.69112, -0.11155, 2.34381], [-0.53044, -0.12032, 0.97721], [0.58022, 0.36465, 0.39940], [1.55230, 0.89167, 1.17419], [1.45744, 0.92401, 2.54177], [-1.54522, -0.36243, 7.38302], [-1.71765, -0.50298, 4.90014], [-1.60234, -0.51930, 2.75587], [-1.28488, -0.51270, 0.31040], [2.43195, 1.28007, 0.66679], [2.25154, 1.34090, 3.14475]], "mulliken_charge": [1.17, -0.63, 0.34, -0.66, -0.35, -0.80, -0.49, 0.36, 1.14, -0.77, -1.12, 0.20, 0.13, 0.41, -0.81, -0.72, -0.38, -0.58, 0.79, -0.69, 0.50, 0.45, 0.39, 0.43, 0.42, 0.42, 0.38, 0.42, 0.39, 0.44, -0.45, 1.23, -0.43, -0.44, 0.15, -0.46, -0.46, -0.49, 0.42, -0.31, 1.31, -0.76, -0.29, -0.45, -0.33, -0.78, 0.44, 0.40, 0.30, 0.51, 0.46, 0.63], "largest_force_ev_per_a": 0.57, "charge": 1, "spin_multiplicity": 4, "e_tot_ev": -56801.787, "orbital_gap_ev": [6.68, 4.49], "lumo_ev": [-4.3, -6.5]}

(5)
{"formula": "C4H5NOS", "method": "ωB97M-V with the def2-TZVPD basis set", "symbols": ["S", "N", "C", "C", "C", "C", "O", "H", "H", "H", "H", "H"], "xyz": [[-2.07157, 0.51970, -0.92787], [-0.59260, 1.19934, -0.15849], [0.23847, 0.33056, 0.17234], [0.22604, -1.15879, -0.12206], [1.54811, -1.59186, 0.49261], [2.17132, -0.51281, 0.91107], [1.30574, 0.62640, 0.92759], [-2.56396, 1.69384, -1.28061], [-0.04280, -1.33675, -1.19024], [-0.66683, -1.61613, 0.43671], [1.93713, -2.62488, 0.37971], [3.08017, -0.24048, 1.46529]], "mulliken_charge": [-0.18, -0.55, 0.65, -0.38, -0.38, -0.35, -0.34, 0.16, 0.39, 0.27, 0.33, 0.38], "largest_force_ev_per_a": 2.45, "relative_energy_ev": 1.887, "e_tot_ev": -18600.031, "orbital_gap_ev": 9.50, "smiles": "S/N=C1\\CC=CO1", "lumo_ev": 0.8}

(6)
{"formula": "C7H8IN3", "method": "ωB97M-V with the def2-TZVPD basis set", "symbols": ["C", "C", "C", "C", "C", "C", "C", "N", "N", "N", "I", "H", "H", "H", "H", "H", "H", "H", "H"], "xyz": [[-1.88448, -1.68103, 0.64391], [-1.19935, -1.97938, -0.55339], [-1.55853, -0.59984, 1.45455], [-0.30751, -1.03522, -1.08815], [-0.42343, 0.17280, 1.00941], [0.20668, -0.07868, -0.19003], [1.53492, 1.43569, -1.53345], [0.05559, 1.32659, 1.65148], [1.38096, 0.51986, -0.45664], [1.36062, 1.55771, 1.27438], [2.79942, 0.36012, 2.14260], [-2.68148, -2.42865, 0.96395], [-1.46237, -2.85017, -1.20924], [-2.25091, -0.31119, 2.19502], [0.23778, -1.07806, -2.03846], [1.25239, 0.69901, -2.53127], [0.87503, 2.23064, -1.53467], [2.60402, 1.63676, -1.66206], [-0.53935, 2.10303, 1.46209]], "mulliken_charge": [-0.23, -0.60, -0.80, -0.53, 0.08, 1.12, -0.79, -0.06, -0.19, -0.55, 0.17, 0.27, 0.31, 0.44, 0.24, 0.24, 0.31, 0.29, 0.28], "largest_force_ev_per_a": 5.66, "relative_energy_ev": 3.332, "e_tot_ev": -19954.797, "orbital_gap_ev": [8.09, 8.09], "lumo_ev": [-0.3, -0.3]}